56
Properties=species:S:1:pos:R:3:forces:R:3:nbo_charge:R:1 method="wB97M-V/def2-TZVPD" spin_multiplicity=1 smiles="CC(C)=CCC/C(C)=C/CC/C(C)=C/CSc1ccccc1C(N)=O" total_energy_ha=-1385.0735 relative_energy_ev=0.0172 charge=0 lumo_ev=0.652 homo_energy_ev=-8.5
C 2.47988 2.98641 0.40614 -0.2 0.0 -0.1 -0.66
C 2.33369 3.22356 -1.06970 0.2 0.1 -0.1 0.03
C 3.54647 3.82916 -1.71684 -0.2 0.0 -0.1 -0.63
C 1.25510 2.92016 -1.78268 -0.1 0.1 0.2 -0.21
C -0.02291 2.32492 -1.28150 -0.1 0.0 -0.1 -0.43
C -0.60544 1.24505 -2.20905 0.0 0.0 0.3 -0.42
C 0.15737 -0.05276 -2.18757 -0.1 0.1 -0.1 0.05
C 1.49292 -0.01116 -2.86425 0.0 -0.2 0.1 -0.66
C -0.36517 -1.13580 -1.61980 -0.1 -0.2 0.0 -0.21
C 0.24615 -2.50805 -1.59304 0.3 0.1 0.1 -0.44
C 1.17459 -2.74199 -0.39368 -0.3 -0.1 -0.2 -0.42
C 0.52250 -2.95685 0.94466 0.1 -0.2 -0.1 0.04
C 1.49041 -3.15406 2.08044 -0.1 0.0 0.0 -0.67
C -0.79452 -3.01634 1.13655 0.1 0.0 -0.2 -0.25
C -1.44046 -3.22325 2.45880 -0.1 0.5 0.3 -0.54
S -1.53336 -1.62284 3.38812 -0.3 -0.4 0.1 0.21
C -2.50130 -0.67047 2.23051 0.3 -0.2 0.2 -0.06
C -3.77941 -1.10160 1.90458 -0.1 0.0 -0.1 -0.25
C -4.56796 -0.35958 1.04573 -0.1 -0.1 0.0 -0.20
C -4.10043 0.84376 0.54210 0.0 0.1 0.0 -0.21
C -2.83946 1.28990 0.88991 0.0 0.0 0.0 -0.17
C -2.01713 0.52929 1.71413 -0.3 0.0 0.1 -0.18
C -0.64946 1.06274 2.01633 0.2 -0.4 -0.2 0.66
N 0.35505 0.20580 1.73606 0.4 0.1 -0.1 -0.82
O -0.45900 2.19578 2.40578 -0.1 0.4 0.1 -0.61
H 3.01578 2.05109 0.58096 0.1 -0.1 0.1 0.21
H 3.06628 3.78770 0.85182 0.1 0.0 0.1 0.21
H 1.52259 2.94337 0.91635 -0.1 -0.1 0.1 0.24
H 3.43133 3.89366 -2.79609 0.0 0.0 -0.1 0.21
H 4.43102 3.23218 -1.49390 0.1 0.0 0.0 0.21
H 3.71968 4.83226 -1.32705 0.1 0.1 0.0 0.21
H 1.25371 3.15002 -2.84211 0.1 0.0 -0.2 0.19
H -0.76190 3.13080 -1.20918 0.0 0.0 0.1 0.21
H 0.10749 1.90225 -0.28839 0.0 0.0 0.1 0.22
H -0.62146 1.63142 -3.23210 -0.1 0.0 -0.1 0.20
H -1.63732 1.05441 -1.90499 0.0 0.0 -0.1 0.21
H 1.98722 -0.97727 -2.86892 0.1 -0.1 0.0 0.21
H 1.37877 0.32710 -3.89391 0.0 0.1 -0.1 0.21
H 2.13415 0.70656 -2.35432 0.1 0.0 -0.1 0.24
H -1.33198 -1.04342 -1.14024 -0.2 0.1 0.0 0.20
H -0.54279 -3.26226 -1.59258 0.0 0.0 -0.1 0.21
H 0.83220 -2.66134 -2.50119 -0.1 -0.1 0.0 0.21
H 1.85893 -1.89116 -0.31475 0.1 0.0 0.0 0.21
H 1.79052 -3.62610 -0.59372 0.1 0.0 0.1 0.22
H 1.20255 -2.56509 2.94935 0.0 0.1 0.1 0.23
H 2.49708 -2.87041 1.78433 0.1 0.0 0.0 0.22
H 1.51024 -4.20197 2.38061 0.1 -0.1 0.1 0.23
H -1.47904 -2.85324 0.31880 0.0 0.0 -0.2 0.21
H -2.45292 -3.60876 2.35895 0.1 -0.1 0.0 0.22
H -0.86580 -3.87361 3.11502 0.0 -0.1 0.0 0.23
H -4.15992 -2.01714 2.33303 0.0 -0.1 0.1 0.22
H -5.55599 -0.71125 0.78792 -0.1 0.0 0.0 0.22
H -4.72237 1.43586 -0.11222 0.0 0.1 -0.1 0.22
H -2.46718 2.23465 0.52500 0.0 0.1 0.0 0.23
H 1.29834 0.48879 1.94388 0.0 0.1 0.0 0.40
H 0.18270 -0.74089 1.43795 -0.1 0.0 0.0 0.42

12
Properties=species:S:1:pos:R:3:forces:R:3:nbo_charge:R:1 method="wB97M-V/def2-TZVPD" spin_multiplicity=1 total_energy_ha=-306.3677 relative_energy_ev=3.7702 charge=0 lumo_ev=0.260 homo_energy_ev=-8.8
C -0.91284 -0.88157 1.74062 -0.2 -0.3 0.3 -0.25
C -0.44612 0.67076 0.19322 0.4 -0.1 -0.1 0.28
O 0.11755 -0.14118 1.05192 -0.4 0.2 -0.6 -0.50
C 0.59272 1.12753 -0.80318 -0.1 0.3 -0.1 -0.67
C 0.75911 -0.01780 -1.79835 -0.2 -0.1 -0.3 0.45
O 0.18234 -0.07785 -2.85397 0.3 0.1 0.5 -0.49
H -1.40410 -1.50333 0.99087 0.0 0.0 0.3 0.20
H -1.64191 -0.18586 2.15806 0.2 -0.1 0.0 0.21
H -0.43353 -1.49628 2.49987 0.0 0.1 0.0 0.19
H 0.16724 1.97599 -1.33824 0.2 0.0 0.0 0.24
H 1.57260 1.35677 -0.36471 -0.1 -0.1 0.0 0.23
H 1.44692 -0.82718 -1.47610 -0.1 0.1 0.0 0.11

41
Properties=species:S:1:pos:R:3:forces:R:3:nbo_charge:R:1 method="wB97M-V/def2-TZVPD" spin_multiplicity=2 total_energy_ha=-3505.4652 s_squared=0.76 charge=-2 lumo_ev="4.926 / 4.876" homo_energy_ev="-0.3 / -0.3"
Cu -0.29784 -0.73558 0.17384 -0.9 0.3 -0.6 1.09
C -4.59865 -0.99149 -1.37365 0.0 0.0 -0.1 -0.65
C -3.11536 -0.77868 -1.19448 0.1 -0.1 0.1 -0.19
S -2.63743 -0.24932 0.40343 0.3 -0.2 0.1 -0.44
C -2.22698 -1.04532 -2.17205 -0.3 0.1 -0.1 -0.24
C -2.59647 -1.68220 -3.48447 -0.1 0.1 0.2 -0.63
S -0.52577 -0.69871 -2.03619 0.1 -0.4 -0.2 -0.38
H -5.10992 -0.62695 -0.48637 -0.1 0.0 0.0 0.22
H -4.82447 -2.05425 -1.49182 -0.1 -0.1 0.0 0.19
H -4.98366 -0.45668 -2.24763 -0.1 0.0 0.0 0.18
H -3.66732 -1.85588 -3.58567 -0.1 0.0 -0.1 0.19
H -2.07509 -2.63812 -3.55059 0.0 -0.1 -0.1 0.21
H -2.24996 -1.06250 -4.31261 0.0 0.0 -0.2 0.19
C 3.81196 -0.46046 1.57440 -0.2 0.2 0.0 -0.63
C 2.72870 0.47777 1.02430 0.1 0.1 0.4 0.14
C 3.26445 1.90571 0.91776 -0.1 -0.3 0.0 -0.62
O 2.37467 0.08270 -0.28847 0.0 0.1 0.0 -0.76
C 1.53826 0.49214 2.05896 0.7 -0.1 0.0 0.77
O 1.84375 0.87857 3.19167 0.2 0.3 0.3 -0.75
O 0.39822 0.10695 1.71026 -0.2 0.1 0.5 -0.82
H 4.72820 -0.36748 0.98779 0.0 0.0 -0.1 0.18
H 3.46284 -1.48967 1.52039 0.0 -0.1 0.0 0.23
H 4.00946 -0.20760 2.61309 0.0 0.0 0.1 0.22
H 4.10407 1.93819 0.22233 0.1 0.0 -0.1 0.18
H 3.58911 2.24818 1.89706 0.0 0.0 0.1 0.22
H 2.47596 2.55570 0.54968 -0.1 0.2 0.0 0.22
H 2.02947 -0.82199 -0.24376 0.0 -0.2 -0.1 0.49
I 0.71196 -3.15031 0.39910 0.3 -0.4 0.1 -0.78
C -1.14043 3.96799 -1.60094 0.0 0.0 0.1 -0.44
C 0.33693 3.87285 -1.99814 0.1 -0.2 0.1 -0.43
C 0.62327 2.40582 -1.67491 0.2 0.2 -0.4 -0.09
O -0.04349 2.20734 -0.45620 0.3 0.0 0.2 -0.52
C -1.31560 2.78359 -0.61723 -0.5 0.1 0.0 -0.08
H -1.77737 3.82898 -2.47402 -0.1 0.0 0.0 0.19
H -1.38994 4.92448 -1.13944 0.0 0.0 0.0 0.19
H 0.94483 4.50849 -1.35227 0.1 0.1 0.0 0.19
H 0.52788 4.12609 -3.04002 0.0 0.1 -0.1 0.19
H 1.66928 2.14060 -1.53869 0.0 0.0 0.0 0.21
H 0.19632 1.75691 -2.45131 0.1 0.0 0.1 0.19
H -1.66399 3.08982 0.37145 0.0 -0.1 -0.1 0.18
H -2.02164 2.04533 -1.02239 0.1 0.1 0.1 0.20

11
Properties=species:S:1:pos:R:3:forces:R:3:nbo_charge:R:1 method="wB97M-V/def2-TZVPD" spin_multiplicity=1 total_energy_ha=-3033.0680 relative_energy_ev=4.5874 charge=0 lumo_ev="-1.276 / -1.146" homo_energy_ev="-6.8 / -6.9"
C -0.13051 -0.84982 0.26804 1.2 -4.6 1.8 0.30
C 0.67078 0.05559 1.06643 2.2 0.6 0.6 -0.82
C -1.16590 -0.50749 -0.67718 4.2 1.0 -2.4 -0.81
P 0.53017 -3.46974 0.58469 -0.9 3.1 -0.5 0.06
Br -0.95230 -3.98349 -0.98733 0.0 -0.3 -0.1 -0.28
H 0.45337 0.97564 0.64679 -0.4 2.8 -0.3 0.19
H 0.56952 0.17367 2.19975 -0.1 -0.9 -1.6 0.29
H 1.81777 0.00162 0.82760 -2.0 -0.7 0.6 0.28
H -0.99247 0.52605 -1.11521 0.1 -0.8 0.3 0.21
H -2.06670 -0.37839 -0.22704 -3.1 -0.5 1.3 0.28
H -1.03515 -1.27622 -1.47291 -1.1 0.4 0.3 0.28

19
Properties=species:S:1:pos:R:3:forces:R:3:nbo_charge:R:1 method="wB97M-V/def2-TZVPD" spin_multiplicity=1 total_energy_ha=-891.2969 relative_energy_ev=9.3493 charge=0 lumo_ev="-1.435 / -1.436" homo_energy_ev="-8.4 / -8.4"
C 2.28612 -1.12492 1.18962 0.5 0.1 -1.0 -0.42
C 0.92233 -0.88643 1.24908 -0.2 0.6 2.4 0.03
C 1.97296 -0.84865 -0.14862 0.9 -0.3 -0.4 0.58
C -1.66064 -0.59473 0.27012 -0.1 1.3 -0.6 -0.42
C -0.49527 -0.79273 -0.75495 -4.4 -5.0 -0.5 -0.23
C -2.04825 0.93649 0.22983 1.0 -1.3 1.7 -0.54
N 0.21480 1.91034 -0.56896 0.9 -0.4 -2.2 -0.17
N 0.59001 -1.29978 -0.03995 2.5 0.2 -1.3 -0.49
O 2.52878 -0.04999 -1.03443 -1.5 0.9 0.5 -0.70
O 1.46853 2.08974 -0.60790 -0.8 1.0 1.0 -0.46
S -0.55394 1.84330 0.80775 -0.8 0.0 1.3 0.72
H 3.18800 -0.91638 1.73273 -0.2 0.1 0.3 0.24
H -2.57944 -1.08314 -0.09485 0.4 -0.2 0.5 0.22
H -1.32829 -0.84562 1.32294 -0.7 0.0 -1.4 0.26
H -0.87533 -1.73823 -1.48100 1.0 2.5 1.5 0.19
H -0.52697 0.04893 -1.36899 1.2 1.3 -1.0 0.22
H -2.41639 1.27003 -0.71889 0.0 0.3 -0.5 0.24
H -2.78129 1.02722 1.02274 -0.3 0.7 0.0 0.24
H 2.09425 1.05453 -1.00627 0.5 -2.2 -0.1 0.50

11
Properties=species:S:1:pos:R:3:forces:R:3:nbo_charge:R:1 method="wB97M-V/def2-TZVPD" spin_multiplicity=1 total_energy_ha=-954.4042 relative_energy_ev=3.3493 charge=-1 lumo_ev=3.905 homo_energy_ev=-4.5
C -0.10419 -0.20282 1.17705 -3.1 -4.1 -1.2 -0.93
O -0.30309 -2.10692 -0.93641 -0.3 1.1 0.5 -0.97
O 0.43913 0.22947 -1.24429 1.1 -2.1 -0.9 -1.05
O 1.85912 -1.46753 -0.07930 -0.2 0.6 -0.2 -1.00
Si -0.42604 1.32077 -0.40172 0.3 2.7 0.9 1.15
S 0.47553 -1.05940 -0.28938 1.0 -2.1 -0.3 2.27
H 0.82240 -0.36451 1.65899 0.8 0.2 1.5 0.18
H -1.02210 -1.65267 1.63824 2.0 3.4 -0.8 0.07
H -0.58654 2.35042 -1.55377 0.4 0.1 0.4 -0.30
H -1.83281 0.98196 -0.49797 -0.8 -0.1 0.7 -0.22
H 0.67859 1.97124 0.52857 -1.3 0.3 -0.7 -0.21

16
Properties=species:S:1:pos:R:3:forces:R:3:nbo_charge:R:1 method="wB97M-V/def2-TZVPD" spin_multiplicity=1 smiles=CC.CC total_energy_ha=-159.5822 relative_energy_ev=0.0754 charge=0 lumo_ev=1.037 homo_energy_ev=-11.9
C 0.29900 -3.11424 0.83588 -0.3 -0.2 0.0 -0.61
C -0.34341 -2.40676 -0.36237 0.6 0.2 0.2 -0.61
H 0.84628 -3.99315 0.49351 0.1 0.0 0.0 0.20
H 1.00934 -2.48377 1.36602 0.0 0.1 0.0 0.20
H -0.43699 -3.46962 1.56412 0.0 0.1 -0.1 0.20
H -1.10191 -1.67502 -0.08469 0.0 0.0 0.1 0.20
H -0.79817 -3.12561 -1.03555 -0.1 -0.1 -0.1 0.20
H 0.44524 -1.86649 -0.90245 -0.3 -0.1 -0.1 0.20
C 0.53908 2.58227 -0.73075 0.2 -0.8 0.0 -0.60
C -0.51343 3.00494 0.28002 0.0 0.1 -0.2 -0.60
H 0.59224 1.48586 -0.73024 0.0 0.1 -0.1 0.20
H 0.27223 2.87423 -1.74248 0.0 0.2 -0.1 0.20
H 1.55803 2.91355 -0.52999 -0.1 0.3 0.1 0.20
H -0.63474 4.09263 0.30287 -0.1 -0.2 0.1 0.20
H -0.27475 2.64674 1.27691 0.1 0.1 0.2 0.20
H -1.45803 2.53445 -0.00081 -0.1 0.2 0.1 0.20

7
Properties=species:S:1:pos:R:3:forces:R:3:nbo_charge:R:1 method="wB97M-V/def2-TZVPD" spin_multiplicity=3 total_energy_ha=-630.1957 relative_energy_ev=2.2383 s_squared=2.01 charge=0 lumo_ev="0.116 / -4.218" homo_energy_ev="-6.8 / -11.3"
C 1.07793 1.70391 0.67697 -5.3 -0.1 -3.9 0.14
C -1.07004 1.71257 -0.59918 -11.3 0.5 -3.9 -0.05
C 0.03494 1.66152 -0.16466 11.0 0.0 4.1 -0.05
N 2.00752 1.72803 1.34137 4.5 0.3 2.9 -0.26
Cl 0.19666 -0.70412 2.13533 0.7 0.0 0.5 -0.30
H 1.32398 -0.07777 2.42249 -0.9 -0.5 -0.2 0.30
H -1.92233 1.80084 -1.29512 1.3 -0.2 0.4 0.23